Record 1
{
  "formula": "C3H4N4O",
  "method": "ωB97M-V with the def2-TZVPD basis set",
  "total_energy_ev": -11178.8761,
  "orbital_gap_ev": 9.038,
  "smiles": "[H]/N=C1/N=CN=CON1",
  "symbols": ["C", "C", "C", "H", "H", "H", "H", "N", "N", "N", "N", "O"],
  "coordinates": [[-0.81908, -0.37633, -0.76024], [0.90302, 0.63696, 1.27461], [1.14310, 1.06015, -1.04996], [-2.69033, -0.83458, -0.40246], [-1.16992, -1.99944, 0.83071], [1.23328, 0.92854, 2.26604], [1.99343, 1.16529, -1.70641], [-2.06818, -0.40584, -1.08786], [-0.38997, -1.32892, 0.37996], [1.42262, 1.49345, 0.35754], [0.18632, 0.24630, -1.48190], [0.25571, -0.58558, 1.37998]],
  "lowdin_charge": [-0.43, -0.15, -0.11, 0.04, 0.18, 0.12, 0.10, 0.13, 0.02, 0.07, 0.11, -0.09]
}

Record 2
{
  "formula": "C6H12NS",
  "method": "ωB97M-V with the def2-TZVPD basis set",
  "total_charge": -1,
  "total_energy_ev": -18741.7020,
  "orbital_gap_ev": 6.452,
  "symbols": ["C", "C", "S", "N", "H", "H", "H", "H", "H", "H", "C", "C", "C", "C", "H", "H", "H", "H", "H", "H"],
  "coordinates": [[1.43691, 1.33043, 1.78103], [0.82251, 0.92403, 0.42999], [1.55828, -0.55686, -0.30814], [2.90606, 1.33569, 1.82157], [1.09808, 0.61016, 2.52986], [1.07605, 2.32774, 2.04601], [0.90250, 1.76695, -0.26750], [-0.25676, 0.82513, 0.62128], [3.20360, 2.07105, 1.17716], [3.15189, 0.50018, 1.27376], [-3.12960, -1.47127, 0.54162], [-2.12714, -1.10050, -0.24766], [-2.38370, -0.44246, -1.52582], [-1.45428, -0.01077, -2.36498], [-4.16074, -1.29328, 0.24760], [-2.96624, -1.94654, 1.49594], [-1.09990, -1.23206, 0.07691], [-3.42760, -0.25733, -1.75811], [-1.67405, 0.55571, -3.26339], [-0.39600, -0.16444, -2.16420]],
  "lowdin_charge": [-0.41, -0.76, 0.20, -0.07, 0.08, 0.09, 0.03, 0.03, 0.04, -0.02, -0.02, -0.21, -0.22, 0.00, 0.04, 0.04, 0.04, 0.08, 0.04, 0.00]
}

Record 3
{
  "formula": "C3H3N3O2",
  "method": "ωB97M-V with the def2-TZVPD basis set",
  "total_energy_ev": -11721.7989,
  "orbital_gap_ev": 8.084,
  "symbols": ["C", "C", "C", "H", "H", "H", "N", "N", "N", "O", "O"],
  "coordinates": [[-1.72204, -0.60116, -0.10887], [-0.37524, -0.28077, 0.32125], [1.59159, 0.10339, -0.08855], [-2.21000, 1.25743, -0.14060], [-2.01332, -1.60638, 0.12549], [3.10619, -0.87947, -0.38315], [-0.32548, 1.10563, 0.26858], [0.88863, 1.38714, -0.00612], [0.85995, -0.92577, 0.17185], [-2.70375, 0.33914, -0.11535], [2.90347, 0.10081, -0.04453]],
  "lowdin_charge": [-0.02, -0.32, -0.49, 0.15, 0.12, 0.19, 0.01, 0.11, 0.17, 0.01, 0.08]
}

Record 4
{
  "formula": "C3H12N3P2",
  "method": "ωB97M-V with the def2-TZVPD basis set",
  "total_charge": 1,
  "total_energy_ev": -26343.5311,
  "orbital_gap_ev": 8.713,
  "smiles": "C[NH+](C)/C=N/P[PH2]=N",
  "symbols": ["C", "C", "C", "N", "N", "N", "P", "P", "H", "H", "H", "H", "H", "H", "H", "H", "H", "H", "H", "H"],
  "coordinates": [[1.19942, -0.28227, -2.25496], [-0.65567, 1.14202, -1.60258], [0.80115, 0.37861, 0.07771], [0.93509, -0.47428, 0.93207], [-1.68689, -1.24960, 2.65113], [0.16677, -0.02995, -1.20330], [1.24428, -0.76830, 2.62816], [-0.78370, -0.09225, 3.24459], [0.80702, -0.99341, -2.95402], [1.58885, 0.58066, -2.69746], [1.98938, -0.79306, -1.73075], [0.01442, 1.95115, -1.42365], [-0.84429, 0.89739, -2.59694], [-1.70318, 1.27261, -1.11568], [1.13305, 1.48352, 0.17713], [-2.67331, -1.17079, 2.85787], [-0.36637, -0.84408, -0.96047], [0.61383, -2.00570, 2.51537], [-0.43852, 0.05158, 4.56136], [-1.05408, 1.15507, 2.60839]],
  "lowdin_charge": [0.04, 0.01, -0.28, -0.24, -0.37, -0.15, 0.74, 0.49, 0.11, 0.10, 0.10, 0.08, 0.08, 0.16, 0.17, -0.04, 0.18, -0.10, -0.06, -0.03]
}

Record 5
{
  "formula": "C52H42AsGeN3OS2Sc",
  "method": "ωB97M-V with the def2-TZVPD basis set",
  "total_charge": -1,
  "total_energy_ev": -220852.0870,
  "orbital_gap_ev": 5.215,
  "symbols": ["Sc", "C", "C", "C", "C", "N", "C", "C", "C", "C", "C", "C", "N", "H", "H", "H", "H", "H", "H", "H", "H", "O", "N", "C", "C", "C", "C", "C", "S", "H", "H", "H", "H", "S", "C", "C", "C", "C", "C", "C", "As", "C", "C", "C", "C", "C", "C", "C", "C", "C", "C", "C", "C", "H", "H", "H", "H", "H", "H", "H", "H", "H", "H", "H", "H", "H", "H", "C", "Ge", "C", "C", "C", "C", "C", "C", "C", "C", "C", "C", "C", "C", "C", "C", "C", "C", "C", "C", "H", "H", "H", "H", "H", "H", "H", "H", "H", "H", "H", "H", "H", "H", "H", "H"],
  "coordinates": [[-0.35608, 0.05349, 0.03347], [3.29179, -1.11994, 2.21496], [3.50064, -0.05240, 3.17124], [2.73707, 1.05381, 3.09684], [1.70543, 1.18203, 2.09764], [1.80014, 0.28569, 0.95956], [2.50302, -0.90091, 1.15053], [0.61095, 2.00323, 2.18840], [0.38805, 2.93529, 3.27265], [-0.58338, 3.87099, 3.17035], [-1.42292, 3.91346, 2.01760], [-1.29366, 2.89093, 1.12085], [-0.37368, 1.90974, 1.20440], [3.79802, -2.07076, 2.31331], [4.28646, -0.13707, 3.91143], [2.89470, 1.87223, 3.79011], [2.37858, -1.62557, 0.35333], [1.00832, 2.87530, 4.15610], [-0.74105, 4.57510, 3.98009], [-2.18337, 4.66974, 1.88644], [-1.96298, 2.81567, 0.26652], [-0.56390, -1.39627, 1.57834], [-0.50287, -2.70711, 1.48348], [-0.74631, -3.40990, 2.61367], [-0.71878, -4.77468, 2.62319], [-0.42039, -5.44041, 1.42755], [-0.16506, -4.71267, 0.29705], [-0.19944, -3.30227, 0.29341], [0.10466, -2.35701, -1.08704], [-0.94908, -2.77665, 3.46406], [-0.91853, -5.30490, 3.54225], [-0.38966, -6.52162, 1.39379], [0.07476, -5.19276, -0.64094], [-1.64952, 0.71795, -2.14103], [-3.22682, 1.46010, -1.86362], [-3.75129, 2.29483, -2.85986], [-5.00710, 2.85942, -2.73396], [-5.79187, 2.60764, -1.61357], [-5.29067, 1.78715, -0.61607], [-4.02180, 1.23009, -0.72676], [-3.21560, 0.05749, 0.57518], [-3.94738, 0.60185, 2.29272], [-4.26834, 1.92758, 2.56361], [-4.65105, 2.31151, 3.84243], [-4.71222, 1.37658, 4.86381], [-4.37956, 0.05360, 4.60433], [-3.99500, -0.32874, 3.32864], [-4.21533, -1.58325, 0.24768], [-5.48601, -1.81289, 0.76711], [-6.15592, -2.99358, 0.48131], [-5.56169, -3.95219, -0.32965], [-4.29961, -3.72304, -0.85634], [-3.62598, -2.54269, -0.56940], [-3.15517, 2.49100, -3.74190], [-5.37994, 3.50226, -3.52307], [-6.77860, 3.04345, -1.51981], [-5.89250, 1.57807, 0.26182], [-4.20263, 2.67355, 1.78300], [-4.89010, 3.34967, 4.03755], [-5.00733, 1.67887, 5.86096], [-4.40991, -0.68303, 5.39790], [-3.72739, -1.36268, 3.13940], [-5.95807, -1.07323, 1.40291], [-7.14382, -3.16217, 0.89282], [-6.08301, -4.87541, -0.55164], [-3.83074, -4.46340, -1.49293], [-2.63993, -2.36859, -0.98786], [1.69017, 0.82545, -0.42085], [3.14295, 0.48209, -1.64658], [3.26253, -1.33399, -2.38132], [3.97327, -2.34478, -1.73432], [3.98669, -3.64131, -2.22782], [3.28910, -3.94960, -3.38801], [2.58798, -2.95392, -4.05170], [2.58177, -1.65830, -3.55275], [2.85067, 1.67187, -3.17479], [1.63142, 2.32940, -3.33315], [1.41395, 3.16909, -4.41850], [2.41427, 3.36754, -5.35893], [3.63308, 2.71770, -5.21490], [3.84347, 1.87714, -4.13134], [4.85608, 0.86092, -0.75607], [6.07715, 0.33882, -1.18092], [7.25722, 0.63174, -0.51150], [7.23163, 1.45613, 0.60535], [6.02446, 1.98002, 1.04542], [4.84902, 1.68490, 0.36901], [1.64964, 1.91541, -0.32906], [4.51774, -2.11946, -0.82214], [4.53885, -4.41337, -1.70448], [3.29262, -4.96261, -3.77282], [2.03621, -3.18517, -4.95492], [2.02200, -0.89181, -4.07924], [0.83115, 2.16772, -2.62044], [0.45556, 3.66252, -4.52716], [2.24471, 4.02447, -6.20394], [4.41755, 2.86635, -5.94777], [4.80095, 1.37377, -4.03400], [6.10929, -0.32100, -2.04267], [8.19499, 0.21256, -0.85751], [8.14931, 1.68474, 1.13453], [5.99301, 2.61049, 1.92600], [3.90999, 2.08292, 0.73896]],
  "lowdin_charge": [0.48, -0.08, -0.12, -0.07, -0.21, -0.20, -0.15, -0.23, -0.04, -0.11, -0.12, -0.19, -0.04, 0.09, 0.09, 0.10, 0.07, 0.09, 0.09, 0.08, 0.09, -0.26, -0.19, -0.02, -0.07, -0.08, -0.09, -0.65, 0.71, 0.14, 0.10, 0.10, 0.10, 0.55, -0.70, -0.13, -0.10, -0.11, -0.12, -0.41, 1.32, -0.36, -0.11, -0.08, -0.10, -0.09, -0.12, -0.34, -0.11, -0.10, -0.10, -0.08, -0.10, 0.09, 0.10, 0.09, 0.10, 0.09, 0.10, 0.10, 0.10, 0.10, 0.10, 0.10, 0.10, 0.10, 0.05, -0.36, 0.98, -0.28, -0.13, -0.10, -0.11, -0.10, -0.12, -0.26, -0.10, -0.09, -0.11, -0.11, -0.11, -0.25, -0.12, -0.11, -0.11, -0.09, -0.10, 0.05, 0.10, 0.10, 0.09, 0.10, 0.10, 0.05, 0.10, 0.09, 0.09, 0.10, 0.09, 0.09, 0.09, 0.10, 0.09]
}

Record 6
{
  "formula": "H8OSi4",
  "method": "ωB97M-V with the def2-TZVPD basis set",
  "total_energy_ev": -33683.0862,
  "orbital_gap_ev": [5.681, 6.941],
  "multiplicity": 3,
  "symbols": ["O", "Si", "Si", "Si", "Si", "H", "H", "H", "H", "H", "H", "H", "H"],
  "coordinates": [[-1.88014, -0.31756, 0.29006], [-0.96089, -1.66769, -0.05517], [-1.63911, 1.25062, -0.08174], [1.27321, -0.85262, 0.11716], [1.31799, 1.43842, -0.05460], [-1.82135, -2.76283, 0.39256], [-0.91387, -1.99160, -1.62768], [-1.70548, 1.31881, -1.53010], [-2.34409, 1.99656, 0.98070], [1.82560, -1.60187, 1.25367], [1.78311, -1.55923, -1.22038], [2.45520, 1.85217, -1.12274], [1.85443, 2.55276, 0.83459]],
  "lowdin_charge": [-0.64, 0.35, 0.47, 0.23, 0.32, -0.07, -0.05, -0.05, -0.08, -0.14, -0.06, -0.14, -0.13]
}